{"formula": "C5H13NO", "method": "ωB97M-V with the def2-TZVPD basis set", "symbols": ["C", "C", "C", "N", "C", "C", "H", "H", "H", "H", "H", "H", "H", "H", "H", "H", "H", "O", "H", "H"], "xyz": [[-3.20167, 0.55446, -0.73034], [-2.05746, -0.33121, -0.16091], [-0.80666, -0.15322, -0.59223], [0.39165, -0.79175, -0.23379], [1.62892, -0.05065, -0.50915], [2.79844, -0.96378, -0.10731], [-4.13381, 0.05855, -0.51751], [-3.05555, 1.57378, -0.36058], [-3.09387, 0.67457, -1.81229], [-2.42707, -1.00252, 0.60763], [-0.77029, 0.31697, -1.58182], [0.28615, -1.26611, 0.65134], [1.82171, 0.76396, 0.18870], [1.64595, 0.11719, -1.59645], [3.20719, -0.69163, 0.86886], [3.51181, -1.08154, -0.91012], [2.59669, -2.06504, -0.08631], [0.44357, 1.76131, 2.27943], [0.09189, 1.07282, 1.71920], [1.12240, 1.50385, 2.88367]], "forces_ev_per_a": [[1.8919, -0.5607, -0.3762], [-0.9577, 0.9401, -0.1844], [-0.2736, -0.9888, -1.0169], [-1.2256, 0.7469, -0.1992], [0.5332, -2.2875, 0.9328], [0.0599, -1.8574, -0.5226], [-0.5241, 0.4562, 0.1593], [-0.7393, -0.2242, 0.4109], [-0.1220, -0.2735, -0.0579], [0.6961, 0.0191, 0.3424], [0.4501, 0.5861, 0.5316], [0.5948, 0.0261, 0.1094], [-0.7255, 0.9854, -0.8428], [0.0211, 0.6349, 0.6297], [0.3407, -0.0200, -0.4054], [0.9193, 1.0391, 0.0341], [-0.8588, 0.7908, 0.4830], [-0.7553, 1.4589, -0.3824], [0.2545, -0.6013, 0.1482], [0.4202, -0.8702, 0.2063]], "orbital_gap_ev": 8.78, "max_force_ha_per_bohr": 0.049, "mol_weight_g_mol": 103.16}

***

{"formula": "C7H10", "method": "ωB97M-V with the def2-TZVPD basis set", "symbols": ["C", "C", "C", "C", "C", "C", "C", "H", "H", "H", "H", "H", "H", "H", "H", "H", "H"], "xyz": [[-0.51135, -2.17407, -1.06869], [-0.15477, -1.50632, -0.13336], [0.42692, -0.25223, 0.31360], [-0.54617, 0.79444, 0.83549], [-1.90292, 0.78454, 0.12729], [1.45248, 0.14063, -0.73764], [1.88619, -0.16493, 0.66295], [-0.68761, -2.45982, -2.07719], [-0.06290, 1.77170, 0.70887], [-0.69064, 0.65453, 1.91478], [-1.78655, 0.86600, -0.96125], [-2.51825, 1.62239, 0.47423], [-2.44375, -0.14694, 0.33211], [1.66999, -0.61645, -1.48691], [1.42582, 1.15725, -1.11534], [2.18562, 0.67339, 1.28522], [2.43109, -1.08796, 0.83942]], "forces_ev_per_a": [[-0.0673, -0.0738, 0.2133], [0.0320, 0.0770, -0.8531], [-0.0521, 0.0768, -0.0369], [0.0876, 0.0781, 0.0884], [0.0150, 0.0221, -0.0042], [0.1495, 0.2264, -0.1567], [0.1254, -0.0123, 0.2101], [-0.3022, -0.6651, 0.1572], [-0.0798, -0.0960, 0.0678], [0.0053, -0.0074, -0.1469], [-0.0027, 0.0091, 0.2243], [0.0953, -0.1459, -0.0746], [0.1120, 0.1960, -0.0533], [-0.0922, 0.2808, 0.1609], [0.1400, 0.0161, 0.2292], [-0.0794, -0.1547, 0.0170], [-0.0864, 0.1728, -0.0425]], "orbital_gap_ev": 10.18, "max_force_ha_per_bohr": 0.017, "mol_weight_g_mol": 94.16}

***

Copy entry 1 word for word.
{"formula": "C5H13NO", "method": "ωB97M-V with the def2-TZVPD basis set", "symbols": ["C", "C", "C", "N", "C", "C", "H", "H", "H", "H", "H", "H", "H", "H", "H", "H", "H", "O", "H", "H"], "xyz": [[-3.20167, 0.55446, -0.73034], [-2.05746, -0.33121, -0.16091], [-0.80666, -0.15322, -0.59223], [0.39165, -0.79175, -0.23379], [1.62892, -0.05065, -0.50915], [2.79844, -0.96378, -0.10731], [-4.13381, 0.05855, -0.51751], [-3.05555, 1.57378, -0.36058], [-3.09387, 0.67457, -1.81229], [-2.42707, -1.00252, 0.60763], [-0.77029, 0.31697, -1.58182], [0.28615, -1.26611, 0.65134], [1.82171, 0.76396, 0.18870], [1.64595, 0.11719, -1.59645], [3.20719, -0.69163, 0.86886], [3.51181, -1.08154, -0.91012], [2.59669, -2.06504, -0.08631], [0.44357, 1.76131, 2.27943], [0.09189, 1.07282, 1.71920], [1.12240, 1.50385, 2.88367]], "forces_ev_per_a": [[1.8919, -0.5607, -0.3762], [-0.9577, 0.9401, -0.1844], [-0.2736, -0.9888, -1.0169], [-1.2256, 0.7469, -0.1992], [0.5332, -2.2875, 0.9328], [0.0599, -1.8574, -0.5226], [-0.5241, 0.4562, 0.1593], [-0.7393, -0.2242, 0.4109], [-0.1220, -0.2735, -0.0579], [0.6961, 0.0191, 0.3424], [0.4501, 0.5861, 0.5316], [0.5948, 0.0261, 0.1094], [-0.7255, 0.9854, -0.8428], [0.0211, 0.6349, 0.6297], [0.3407, -0.0200, -0.4054], [0.9193, 1.0391, 0.0341], [-0.8588, 0.7908, 0.4830], [-0.7553, 1.4589, -0.3824], [0.2545, -0.6013, 0.1482], [0.4202, -0.8702, 0.2063]], "orbital_gap_ev": 8.78, "max_force_ha_per_bohr": 0.049, "mol_weight_g_mol": 103.16}